Molecular formula: C5H2ClF
Method: DFT, ωB97M-V/def2-TZVPD

ORCA input file:
```
! RIJCOSX wB97M-V def2-TZVPD def2/J DEFGRID3
* xyz 0 1
C 0.944 -0.112 0.294
C 0.346 1.104 -0.225
C -0.309 2.206 -0.247
C 0.003 -1.286 -0.009
C -1.195 -1.798 -0.405
H -1.626 2.833 -0.310
H -2.057 -2.507 -0.211
F 1.197 -0.123 1.550
Cl 2.697 -0.317 -0.436
*
```

Output
ΔE to the lowest compared entry with this formula, charge and spin in kJ/mol: 412.2
Energy in eV: -20448.968
HOMO in eV: -10.31
LUMO in hartree: -0.027
Orbital gap in Ha: 0.352